Record 1
Molecular formula: C4H10NO2PS2Tb
Method: DFT, wB97M-V/def2-TZVPD

Last column: Löwdin spin population.
Geometry (Å):
C1 -0.0748 -1.3476 2.8399  0.001
C2 -1.0552 -0.8832 1.7490  0.031
S1 -1.0976 -1.9284 0.2477  0.041
C3 0.4621 -1.3242 -0.6342  0.003
N1 0.3198 -0.5230 -1.8014  0.001
C4 -0.0746 0.8064 -1.7772  0.000
O1 -1.0722 1.2954 -2.1806  0.006
O2 0.9539 1.6119 -1.2335  -0.006
P1 1.3731 3.0038 -1.9034  0.112
S2 1.2531 3.1462 -3.9052  0.850
H1 0.5228 -2.1789 2.4726  0.000
H2 0.5944 -0.5382 3.1187  0.000
H3 -0.5701 -1.6961 3.7466  0.001
H4 -2.0743 -0.8582 2.1591  0.063
H5 -0.8475 0.1488 1.4706  0.001
H6 1.0714 -0.8370 0.1210  0.001
H7 0.9211 -2.2672 -0.9152  0.000
H8 -0.2462 -0.9884 -2.5079  0.000
H9 2.7118 3.1237 -1.5419  0.022
H10 0.6298 4.0026 -1.2787  0.016
Tb1 -3.7009 -1.7685 1.7539  4.858

Computed properties:
* net charge: +3
* LUMO level (alpha / beta): -11.23 / -12.62 eV
* maximum force: 0.043 hartree/bohr
* spin multiplicity: 7
* Kohn-Sham gap (alpha / beta): 8.73 / 7.32 eV
* E_HOMO (alpha / beta): -19.962 / -19.946 eV


Record 2
Molecular formula: C2H12N2O3
Method: DFT, wB97M-V/def2-TZVPD

Last column: natural (NBO) charge in e.
Geometry (Å):
N1 0.2069 2.1730 -1.2008  -0.833
C1 -0.6751 2.6851 -0.2111  -0.026
C2 -0.2702 2.6802 1.0596  -0.148
N2 1.1119 2.4611 1.5132  -0.861
H1 0.0339 2.4870 -2.1313  0.380
H2 1.0861 2.2849 -0.7147  0.393
H3 -1.7040 2.8046 -0.5172  0.202
H4 -0.8102 3.1717 1.8607  0.176
H5 1.5856 3.3627 1.5659  0.356
H6 0.9807 2.2553 2.4957  0.362
O1 -2.5267 -3.1128 6.3518  -0.928
H7 -2.5781 -2.4464 5.6431  0.464
H8 -2.1799 -3.8532 5.8463  0.464
O2 4.7409 -4.9360 -1.4670  -0.939
H9 4.0247 -5.2826 -2.0206  0.469
H10 4.4468 -4.0748 -1.1687  0.469
O3 -2.6322 -0.1804 -5.6223  -0.924
H11 -3.1141 0.3937 -6.2393  0.462
H12 -1.7667 0.2453 -5.7057  0.462

Computed properties:
* LUMO level: 0.67 eV
* maximum force: 0.044 hartree/bohr
* Kohn-Sham gap: 8.80 eV
* E_HOMO: -8.123 eV
* energy relative to the best compared isomer or geometry (same formula, charge and spin): 1.8935 eV


Record 3
Molecular formula: C13H24Cl2GaN3P
Method: DFT, wB97M-V/def2-TZVPD

Last column: natural (NBO) charge in e.
Geometry (Å):
Ga1 2.2647 2.5956 0.6426  0.470
Cl1 0.5068 2.4505 -0.7298  -0.684
Cl2 1.3972 1.9039 2.5928  -0.742
C1 0.7716 -1.5175 -0.4525  -0.756
H1 0.9859 -0.4174 -0.2625  0.286
H2 1.7707 -2.0211 -0.4494  0.215
C2 -1.3653 -1.0183 -1.6524  -0.672
C3 0.0754 -1.5696 -1.7497  -0.241
H3 -1.9900 -1.3341 -0.7913  0.134
C4 0.8918 -0.9455 -2.9378  -0.380
H4 0.0245 -2.6310 -2.0872  0.135
C5 0.4594 0.4727 -3.2942  -0.433
H5 1.9595 -0.8770 -2.6481  0.187
H6 0.7630 -1.6060 -3.8248  0.186
C6 -1.0053 0.5196 -3.6670  -0.388
H7 0.5946 1.1196 -2.4160  0.244
H8 1.0806 0.9091 -4.0961  0.182
C7 -1.9634 -0.1839 -2.6621  -0.414
H9 -1.3230 1.5682 -3.7307  0.198
H10 -1.1401 0.0072 -4.6275  0.170
H11 -2.4639 0.6018 -2.0888  0.175
H12 -2.8022 -0.6696 -3.2129  0.130
C8 0.1522 -4.1663 3.1870  -0.070
N1 0.5952 -2.7796 3.5254  -0.464
C9 -0.5587 -1.9656 4.0235  -0.081
N2 -1.7386 -1.9929 3.1166  -0.457
C10 -2.0874 -3.4183 2.8316  -0.074
N3 -0.9797 -4.2020 2.2380  -0.467
C11 -0.6126 -3.7282 0.8974  -0.567
P1 -0.0434 -1.9913 1.0729  1.538
C12 1.2421 -2.1435 2.3800  -0.549
C13 -1.5066 -1.2541 1.8593  -0.562
H13 -0.1722 -4.6533 4.1192  0.200
H14 1.0152 -4.6930 2.7625  0.197
H15 -0.2178 -0.9265 4.1576  0.228
H16 -0.8782 -2.4154 4.9756  0.196
H17 -2.9515 -3.4346 2.1540  0.206
H18 -2.3369 -3.8880 3.7946  0.197
H19 0.1917 -4.3296 0.4552  0.231
H20 -1.4628 -3.7175 0.1982  0.253
H21 1.6542 -1.1548 2.6297  0.276
H22 2.0404 -2.7964 2.0097  0.227
H23 -2.3435 -1.4174 1.1652  0.258
H24 -1.3941 -0.1677 2.0017  0.281

Computed properties:
* net charge: -1
* LUMO level: 2.34 eV
* maximum force: 0.072 hartree/bohr
* Kohn-Sham gap: 3.65 eV
* E_HOMO: -1.306 eV
* energy relative to the best compared isomer or geometry (same formula, charge and spin): 0.6368 eV


Record 4
Molecular formula: C48H67BIN9O9P2S4Sn
Method: DFT, wB97M-V/def2-TZVPD

Last column: Löwdin charge in e.
Geometry (Å):
Sn1 0.9726 0.8885 2.2034  1.200
C1 3.7202 -2.0541 0.2559  -0.079
C2 2.4674 -2.0759 -0.5594  -0.256
C3 2.4530 -1.7111 -1.8548  0.043
C4 1.2329 -1.7589 -2.5999  -0.241
N1 0.0930 -1.9422 -2.0251  0.167
N2 0.0671 -2.2149 -0.6860  0.066
B1 -1.3389 -2.2097 -0.0931  -0.625
N3 -2.4357 -1.4627 -0.8553  0.049
N4 -2.7744 -2.0957 -2.0237  0.172
C5 -3.6367 -1.5525 -2.8110  -0.230
C6 -4.1368 -0.2342 -2.5543  0.033
C7 -3.9295 0.3416 -1.3577  -0.265
C8 -4.5313 1.6647 -1.0059  -0.074
C9 -3.1550 -0.3894 -0.3588  -0.656
S1 -3.2201 0.0792 1.2281  0.761
C10 -4.2636 -2.3537 -3.9522  -0.538
C11 -4.3168 -1.5205 -5.2401  -0.046
C12 -3.5340 -3.6617 -4.2455  -0.043
C13 -5.6953 -2.6864 -3.4949  -0.038
N5 -1.6056 -2.4160 1.3847  0.088
N6 -1.8207 -3.5065 0.6079  0.201
C14 -1.8941 -4.7196 1.0435  -0.172
C15 -1.8705 -4.8742 2.4562  0.045
C16 -1.6362 -3.8207 3.2774  -0.244
C17 -1.4754 -4.0166 4.7471  -0.063
C18 -1.4160 -2.4878 2.7174  -0.749
S2 -1.0298 -1.1692 3.6430  0.623
C19 -1.9992 -5.8688 0.0680  -0.527
C20 -3.3960 -6.4919 0.1952  -0.028
C21 -1.7741 -5.3742 -1.3598  -0.036
C22 -0.9212 -6.9033 0.4203  -0.034
C23 1.2146 -2.5316 0.0210  -0.609
S3 1.2210 -3.5084 1.3722  0.779
C24 1.2814 -1.6252 -4.1148  -0.535
C25 -0.1267 -1.5857 -4.6911  -0.057
C26 2.0052 -2.8718 -4.6514  -0.036
C27 2.0525 -0.3638 -4.5269  -0.028
H1 4.5880 -1.9164 -0.3857  0.087
H2 3.8158 -2.9633 0.8462  0.050
H3 3.6632 -1.2106 0.9446  0.029
H4 3.3676 -1.3826 -2.3318  0.124
H5 -4.7339 0.2726 -3.3022  0.118
H6 -4.8119 2.2092 -1.9085  0.084
H7 -3.8296 2.2491 -0.4157  0.052
H8 -5.4146 1.5185 -0.3821  0.084
H9 -3.3345 -1.1039 -5.4763  0.085
H10 -5.0335 -0.7004 -5.1789  0.075
H11 -4.6228 -2.1591 -6.0712  0.088
H12 -2.6212 -3.4760 -4.8082  0.074
H13 -4.1780 -4.3066 -4.8471  0.089
H14 -3.2702 -4.1847 -3.3284  0.049
H15 -6.2520 -1.7858 -3.2280  0.083
H16 -5.6729 -3.3437 -2.6227  0.090
H17 -6.2330 -3.1963 -4.2977  0.087
H18 -1.9754 -5.8664 2.8751  0.125
H19 -1.7996 -5.0128 5.0451  0.082
H20 -2.0216 -3.2525 5.2976  0.070
H21 -0.4215 -3.8849 5.0042  0.096
H22 -4.1661 -5.7760 -0.1009  0.092
H23 -3.6007 -6.8082 1.2203  0.083
H24 -3.4698 -7.3667 -0.4532  0.090
H25 -2.4816 -4.5901 -1.6297  0.049
H26 -1.8912 -6.2069 -2.0551  0.097
H27 -0.7669 -4.9659 -1.4767  0.095
H28 -1.0995 -7.3667 1.3928  0.081
H29 0.0668 -6.4378 0.4400  0.080
H30 -0.9198 -7.6923 -0.3335  0.090
H31 -0.7027 -2.4278 -4.3128  0.063
H32 -0.0845 -1.6353 -5.7815  0.091
H33 -0.6467 -0.6685 -4.4014  0.063
H34 1.4590 -3.7774 -4.3770  0.090
H35 3.0173 -2.9495 -4.2499  0.083
H36 2.0717 -2.8267 -5.7410  0.087
H37 1.6702 0.5159 -4.0067  0.055
H38 1.9401 -0.2039 -5.6008  0.091
H39 3.1191 -0.4435 -4.3118  0.085
N7 1.1583 5.5619 3.2585  0.187
C28 1.7034 4.5012 4.2152  -0.462
C29 2.0534 5.0935 5.5731  -0.082
P1 0.3456 3.2371 4.2827  0.278
O1 -0.6515 4.0760 5.2687  -0.141
O2 0.7657 1.9507 4.9023  -0.344
O3 -0.2144 3.2713 2.8862  -0.397
P2 3.1818 3.6581 3.4294  0.363
O4 3.3519 4.6942 2.1641  -0.160
O5 4.3353 3.7446 4.3448  -0.271
O6 2.7268 2.3290 2.8974  -0.435
H40 1.2052 6.4957 3.6567  0.162
H41 0.1994 5.2914 3.0017  0.128
H42 1.7261 5.5255 2.3972  0.116
H43 1.2184 5.6672 5.9777  0.079
H44 2.9577 5.7007 5.5238  0.085
H45 2.2513 4.2729 6.2612  0.083
H46 -1.4547 3.5631 5.4289  0.085
H47 3.7615 4.2328 1.4175  0.088
I1 0.7442 7.5014 -2.1088  0.891
C30 1.4615 5.6072 -1.5729  -0.697
C31 0.8523 4.9297 -0.5311  -0.178
C32 1.3053 3.6636 -0.1845  -0.056
C33 2.3663 3.0786 -0.8659  -0.126
C34 2.9677 3.7819 -1.9077  -0.011
C35 2.5224 5.0460 -2.2696  -0.136
C36 2.8681 1.6738 -0.5471  -0.603
O7 3.8415 1.2613 -1.1702  0.038
O8 2.1774 1.0067 0.3002  -0.242
H48 0.0066 5.3697 -0.0167  0.078
H49 0.8092 3.1264 0.6128  0.060
H50 3.7911 3.3114 -2.4299  0.118
H51 2.9907 5.5807 -3.0853  0.092
S4 2.5900 -0.9003 3.4031  0.595
C37 3.7032 -0.1304 4.4690  -0.746
N8 4.9656 -0.5675 4.4673  0.025
C38 6.0162 -0.0955 5.3651  -0.163
C39 5.6539 1.2872 5.8710  -0.164
C40 4.2252 1.2840 6.3885  -0.153
N9 3.3194 0.7592 5.3689  0.044
H52 5.1728 -1.2717 3.7801  0.123
H53 6.9527 -0.0600 4.8105  0.121
H54 6.1376 -0.8016 6.1915  0.119
H55 5.7110 2.0031 5.0539  0.096
H56 6.3410 1.5953 6.6591  0.120
H57 3.9096 2.2937 6.6421  0.109
H58 4.1416 0.6615 7.2849  0.123
H59 2.4114 1.1984 5.2211  0.069
C41 -0.0444 1.2726 -2.5105  0.005
C42 -0.7589 2.1142 -1.4872  -0.380
O9 -0.8115 1.7819 -0.3245  0.012
C43 -1.4079 3.3931 -1.9236  -0.156
C44 -1.6693 3.6786 -3.2595  -0.019
C45 -2.2406 4.8922 -3.6159  -0.077
C46 -2.5496 5.8276 -2.6384  -0.114
C47 -2.3097 5.5382 -1.2995  -0.103
C48 -1.7461 4.3251 -0.9456  -0.071
H60 0.6812 0.6416 -1.9978  0.078
H61 0.4563 1.8848 -3.2599  0.086
H62 -0.7709 0.6184 -3.0035  0.081
H63 -1.4405 2.9505 -4.0282  0.113
H64 -2.4374 5.1127 -4.6576  0.104
H65 -2.9781 6.7816 -2.9184  0.104
H66 -2.5671 6.2627 -0.5366  0.109
H67 -1.5526 4.0725 0.0917  0.122

Computed properties:
* LUMO level: -0.02 eV
* maximum force: 0.016 hartree/bohr
* Kohn-Sham gap: 7.11 eV
* E_HOMO: -7.127 eV
* energy relative to the best compared isomer or geometry (same formula, charge and spin): 1.0796 eV


Record 5
Molecular formula: C2H13NO4
Method: DFT, wB97M-V/def2-TZVPD

Last column: natural (NBO) charge in e.
Geometry (Å):
C1 -3.0261 -0.5526 -1.3911  -0.535
C2 -2.2211 0.4463 -1.0008  0.005
N1 -1.5533 0.4625 0.2168  -0.832
H1 -3.1050 -1.4325 -0.7608  0.183
H2 -3.6154 -0.5200 -2.2931  0.208
H3 -1.8467 1.1576 -1.7286  0.186
H4 -1.1565 1.3665 0.4226  0.403
H5 -1.9817 -0.0113 0.9896  0.379
O1 0.6482 -3.6798 0.6633  -0.947
H6 1.0842 -2.8926 0.3244  0.476
H7 -0.2829 -3.4602 0.7461  0.471
O2 0.7359 3.3682 0.8286  -0.964
H8 1.2892 2.9552 0.1576  0.494
H9 1.2804 3.9623 1.3480  0.467
O3 1.2650 0.9790 -0.6756  -0.973
H10 1.3806 0.1878 -0.1318  0.497
H11 0.6264 0.7092 -1.3420  0.474
O4 2.6606 -1.0160 0.8150  -0.959
H12 3.4459 -0.4906 0.6059  0.481
H13 3.0840 -1.7190 1.3256  0.484

Computed properties:
* LUMO level: 0.41 eV
* maximum force: 0.026 hartree/bohr
* Kohn-Sham gap: 8.55 eV
* E_HOMO: -8.138 eV
* energy relative to the best compared isomer or geometry (same formula, charge and spin): 1.1075 eV


Summary of molar mass in u
358.16, 112.13, 393.96, 1360.76, 115.13
(order as listed above)
Summary of E in Eh
-2324.5609, -418.5695, -3860.5093, -5851.9231, -439.6821
(order as listed above)